No. 1
{"formula": "C23H39F5N7O4PS", "method": "wB97M-V/def2-TZVPD", "species": ["N", "P", "C", "C", "C", "C", "N", "S", "N", "C", "C", "C", "C", "C", "C", "F", "F", "C", "F", "F", "F", "H", "H", "H", "H", "H", "H", "H", "H", "H", "H", "H", "C", "O", "N", "C", "C", "H", "H", "H", "H", "H", "H", "H", "C", "O", "N", "C", "C", "H", "H", "H", "H", "H", "H", "H", "C", "O", "N", "C", "C", "H", "H", "H", "H", "H", "H", "H", "C", "O", "N", "C", "C", "H", "H", "H", "H", "H", "H", "H"], "xyz": [[0.455, 2.358, -0.139], [0.562, 0.951, -0.905], [2.000, 0.950, -2.120], [1.818, 0.586, -3.601], [2.937, 0.542, -4.558], [4.333, 0.881, -4.110], [5.535, 0.899, -4.814], [6.668, 1.313, -3.670], [5.831, 1.536, -2.219], [4.522, 1.249, -2.631], [3.353, 1.272, -1.660], [3.724, 1.622, -0.155], [4.290, 0.246, 0.463], [4.950, 0.437, 1.893], [6.233, -0.509, 1.952], [6.451, -0.819, 3.319], [6.045, -1.724, 1.315], [7.519, 0.289, 1.483], [7.277, 1.225, 0.500], [7.973, 1.009, 2.591], [8.571, -0.495, 1.070], [1.208, 2.927, -0.548], [0.838, -0.149, -0.009], [-0.660, 0.619, -1.573], [0.766, 0.315, -3.898], [2.796, 0.246, -5.632], [2.852, 2.027, 0.424], [4.560, 2.374, -0.167], [5.109, -0.068, -0.256], [3.420, -0.471, 0.457], [4.248, 0.011, 2.675], [5.201, 1.500, 2.149], [-2.599, 1.224, 1.451], [-3.348, 0.299, 1.175], [-2.673, 1.979, 2.573], [-1.743, 3.062, 2.827], [-3.710, 1.695, 3.546], [-1.777, 1.528, 0.786], [-1.206, 2.862, 3.758], [-2.301, 3.997, 2.922], [-1.023, 3.156, 2.012], [-3.600, 0.667, 3.900], [-4.688, 1.796, 3.070], [-3.640, 2.382, 4.388], [3.950, 2.868, 4.357], [3.143, 2.978, 3.453], [3.682, 2.380, 5.593], [4.702, 2.281, 6.618], [2.332, 1.944, 5.899], [5.004, 3.170, 4.231], [4.806, 1.236, 6.919], [4.402, 2.881, 7.481], [5.661, 2.643, 6.248], [2.046, 1.147, 5.208], [1.645, 2.783, 5.767], [2.272, 1.580, 6.923], [-3.072, -0.404, -1.858], [-2.460, 0.651, -1.978], [-3.635, -1.094, -2.873], [-4.349, -2.341, -2.656], [-3.524, -0.575, -4.223], [-3.213, -0.881, -0.877], [-3.857, -3.135, -3.225], [-5.372, -2.228, -2.998], [-4.353, -2.609, -1.600], [-2.468, -0.487, -4.489], [-3.979, 0.417, -4.266], [-4.024, -1.238, -4.928], [-7.584, -4.391, -2.419], [-6.977, -3.341, -2.532], [-8.145, -5.082, -3.440], [-8.854, -6.328, -3.227], [-8.032, -4.558, -4.789], [-7.727, -4.875, -1.439], [-8.363, -7.121, -3.796], [-9.885, -6.217, -3.572], [-8.858, -6.597, -2.171], [-6.977, -4.466, -5.052], [-8.490, -3.567, -4.829], [-8.530, -5.219, -5.497]], "multiplicity": 1, "total_energy_ha": -2822.81356, "e_homo_ev": -8.02}


No. 2
{"formula": "C3H14NO3S", "method": "wB97M-V/def2-TZVPD", "species": ["C", "O", "C", "C", "S", "N", "H", "H", "H", "H", "H", "H", "H", "H", "H", "H", "H", "H", "O", "H", "H", "O"], "xyz": [[0.573, 0.184, 1.766], [-0.269, 1.150, 2.424], [-0.026, -0.213, 0.409], [0.583, -1.525, -0.063], [2.023, -1.292, -1.121], [-1.527, -0.298, 0.610], [1.557, 0.635, 1.669], [0.661, -0.676, 2.439], [-0.172, 1.993, 1.964], [0.115, 0.605, -0.282], [0.749, -2.206, 0.772], [-0.151, -2.076, -0.660], [2.936, -1.900, -0.354], [-1.765, -1.295, 0.645], [-1.779, 0.093, 1.518], [-2.006, 0.124, -0.191], [-1.996, -0.103, -2.930], [-1.552, -1.484, -3.057], [-1.599, -0.794, -2.378], [1.078, 3.049, -1.869], [1.450, 3.327, -0.333], [1.114, 2.703, -0.977]], "multiplicity": 1, "total_energy_ha": -801.11501, "e_homo_ev": -12.61, "charge": 1}


No. 3
{"formula": "C5H7NO", "method": "wB97M-V/def2-TZVPD", "species": ["C", "C", "C", "C", "C", "N", "O", "H", "H", "H", "H", "H", "H", "H"], "xyz": [[-1.202, 3.052, 1.301], [0.389, 0.430, -0.920], [-0.078, -0.947, -0.282], [-0.345, 0.990, 0.244], [0.877, -1.976, 0.158], [-0.765, 2.134, 0.603], [-0.714, -0.186, 0.866], [-2.132, 3.456, 1.034], [1.400, 0.739, -0.867], [0.044, 0.507, -2.016], [-0.869, -1.371, -0.833], [1.806, -1.515, 0.562], [1.289, -2.709, -0.678], [0.300, -2.604, 0.826]], "multiplicity": 1, "total_energy_ha": -324.56649, "e_homo_ev": -7.26}


No. 4
{"formula": "C35H69BBrClCuF4NSi5Te", "method": "wB97M-V/def2-TZVPD", "species": ["Cu", "C", "Si", "C", "C", "C", "C", "C", "C", "C", "Si", "C", "C", "H", "H", "H", "H", "H", "H", "H", "H", "H", "H", "H", "H", "H", "H", "H", "H", "C", "C", "C", "C", "Si", "Br", "C", "C", "C", "C", "C", "C", "C", "C", "H", "H", "H", "H", "H", "H", "H", "H", "H", "H", "H", "H", "H", "H", "H", "H", "H", "H", "H", "H", "H", "H", "H", "H", "H", "H", "H", "Cl", "C", "C", "C", "C", "N", "C", "H", "H", "H", "H", "C", "Si", "C", "C", "C", "Te", "C", "Si", "C", "C", "C", "H", "H", "H", "H", "H", "H", "H", "H", "H", "H", "H", "H", "H", "H", "H", "H", "H", "H", "H", "H", "H", "H", "F", "B", "F", "F", "F"], "xyz": [[0.548, 1.329, -0.812], [3.035, 3.622, -2.022], [1.438, 3.459, -1.009], [1.741, 4.277, 0.662], [0.149, 4.551, -1.867], [0.435, 5.844, -2.318], [-0.549, 6.642, -2.878], [-1.848, 6.158, -2.989], [-2.143, 4.880, -2.545], [-1.156, 4.058, -1.989], [-1.512, 2.277, -1.443], [-2.850, 2.332, -0.124], [-2.252, 1.468, -3.002], [3.469, 4.620, -1.904], [2.837, 3.461, -3.082], [3.784, 2.896, -1.700], [1.997, 5.330, 0.507], [2.553, 3.809, 1.220], [0.848, 4.209, 1.283], [1.442, 6.237, -2.229], [-0.310, 7.641, -3.224], [-2.625, 6.780, -3.417], [-3.161, 4.513, -2.639], [-3.809, 2.611, -0.573], [-2.584, 3.057, 0.643], [-2.957, 1.374, 0.385], [-3.282, 1.810, -3.144], [-2.266, 0.379, -2.960], [-1.675, 1.769, -3.878], [-3.282, -3.063, 2.257], [-3.746, -3.923, 1.069], [-2.619, -4.936, 0.819], [-5.003, -4.699, 1.492], [-4.068, -2.864, -0.504], [-2.295, -1.493, -0.642], [-5.587, -1.700, -0.346], [-5.619, -1.046, 1.043], [-6.906, -2.463, -0.549], [-5.539, -0.539, -1.354], [-4.054, -3.897, -2.129], [-4.471, -3.027, -3.324], [-2.654, -4.432, -2.471], [-5.020, -5.089, -2.047], [-3.087, -3.727, 3.105], [-4.018, -2.331, 2.578], [-2.362, -2.524, 2.035], [-2.391, -5.443, 1.762], [-1.706, -4.446, 0.478], [-2.890, -5.703, 0.095], [-4.759, -5.328, 2.354], [-5.380, -5.354, 0.706], [-5.813, -4.038, 1.795], [-5.793, -1.762, 1.845], [-6.441, -0.324, 1.067], [-4.700, -0.498, 1.259], [-7.019, -3.301, 0.141], [-7.014, -2.847, -1.562], [-7.741, -1.779, -0.370], [-4.659, 0.087, -1.211], [-6.420, 0.091, -1.191], [-5.556, -0.863, -2.392], [-3.836, -2.146, -3.425], [-5.507, -2.698, -3.267], [-4.367, -3.617, -4.240], [-1.932, -3.625, -2.590], [-2.713, -4.969, -3.423], [-2.260, -5.123, -1.730], [-6.044, -4.787, -1.827], [-4.717, -5.816, -1.296], [-5.031, -5.606, -3.012], [1.403, -3.993, -2.400], [1.205, -2.852, -1.107], [1.150, -3.275, 0.212], [0.993, -2.315, 1.196], [0.888, -0.979, 0.840], [0.919, -0.590, -0.444], [1.085, -1.509, -1.401], [1.226, -4.328, 0.448], [0.940, -2.585, 2.242], [0.754, -0.200, 1.580], [1.103, -1.165, -2.427], [4.695, -1.752, -1.028], [5.991, -1.265, 0.230], [7.168, -0.017, -0.514], [6.958, -2.789, 0.741], [5.139, -0.538, 1.726], [3.817, 1.058, 1.164], [3.958, 2.117, 3.013], [5.262, 3.457, 3.038], [6.943, 2.623, 2.964], [5.122, 4.652, 1.609], [5.113, 4.409, 4.646], [5.154, -2.146, -1.937], [4.078, -0.896, -1.314], [4.029, -2.518, -0.628], [7.711, -0.445, -1.358], [7.902, 0.310, 0.225], [6.631, 0.866, -0.861], [7.472, -3.234, -0.113], [6.301, -3.548, 1.168], [7.711, -2.540, 1.491], [5.877, -0.125, 2.415], [4.549, -1.284, 2.260], [4.186, 1.348, 3.753], [2.950, 2.469, 3.231], [7.036, 2.029, 2.053], [7.103, 1.964, 3.818], [7.742, 3.366, 2.957], [4.985, 4.126, 0.663], [6.038, 5.243, 1.540], [4.284, 5.338, 1.732], [5.302, 3.764, 5.505], [4.112, 4.826, 4.757], [5.827, 5.234, 4.680], [0.750, 1.561, 2.430], [-0.633, 1.599, 2.750], [-1.270, 0.605, 1.972], [-1.137, 2.855, 2.431], [-0.801, 1.320, 4.102]], "multiplicity": 2, "total_energy_ha": -8244.76906, "e_homo_ev": [-3.10, -5.17], "charge": -1}


No. 5
{"formula": "C4H8N2O2", "method": "wB97M-V/def2-TZVPD", "species": ["N", "C", "O", "C", "N", "C", "C", "O", "H", "H", "H", "H", "H", "H", "H", "H"], "xyz": [[2.300, -0.020, 0.622], [1.411, -0.189, -0.411], [1.308, -1.209, -1.101], [0.573, 0.941, -0.585], [-0.399, 1.395, 0.482], [-0.899, 0.698, -0.679], [-1.476, -0.649, -0.452], [-1.031, -1.208, 0.803], [2.687, -0.913, 1.119], [1.825, 0.476, 1.625], [1.044, 1.642, -1.264], [-0.344, 0.651, 1.234], [-1.610, 1.366, -1.266], [-1.032, -1.345, -1.085], [-2.612, -0.545, -0.536], [-1.744, -1.092, 1.494]], "multiplicity": 1, "total_energy_ha": -417.11917, "e_homo_ev": -9.55}


No. 6
{"formula": "C9H8N4O2", "method": "wB97M-V/def2-TZVPD", "species": ["N", "C", "N", "C", "C", "C", "C", "C", "C", "O", "N", "C", "C", "O", "N", "H", "H", "H", "H", "H", "H", "H", "H"], "xyz": [[-0.756, 4.631, -0.414], [-0.762, 3.243, -0.277], [0.347, 2.641, -0.010], [0.017, 1.278, -0.071], [1.012, 0.370, 0.155], [0.880, -1.082, 0.130], [1.725, -1.856, 1.090], [1.480, -3.193, 1.197], [0.509, -3.878, 0.348], [0.106, -4.977, 0.633], [-0.120, -3.136, -0.644], [-0.029, -1.742, -0.683], [-1.378, 1.213, -0.478], [-2.218, 0.355, -0.441], [-1.799, 2.473, -0.664], [-1.408, 5.067, -1.029], [0.196, 5.047, -0.320], [1.971, 0.772, 0.473], [2.451, -1.368, 1.766], [1.977, -3.778, 1.984], [-0.889, -3.624, -1.120], [-0.611, -1.164, -1.379], [-2.702, 2.708, -0.245]], "multiplicity": 1, "total_energy_ha": -717.26609, "e_homo_ev": -7.69}


No. 7
{"formula": "C4H9NO2", "method": "wB97M-V/def2-TZVPD", "species": ["C", "N", "C", "C", "C", "O", "O", "H", "H", "H", "H", "H", "H", "H", "H", "H"], "xyz": [[-0.350, -2.608, 0.754], [-1.465, -1.738, 0.926], [2.079, 2.833, -2.154], [-1.394, -0.478, 0.683], [-0.210, 0.355, 0.310], [0.699, -0.243, -0.564], [-0.150, 1.541, 0.702], [0.560, -2.337, 1.310], [-0.615, -3.596, 1.111], [0.030, -2.695, -0.268], [2.625, 2.419, -3.005], [2.695, 2.845, -1.252], [1.273, 2.138, -1.938], [1.780, 3.883, -2.261], [-2.316, 0.083, 0.838], [0.748, -0.517, 0.664]], "multiplicity": 2, "total_energy_ha": -362.94398, "e_homo_ev": [-1.22, -4.34], "charge": -1}


No. 8
{"formula": "C6H9N", "method": "wB97M-V/def2-TZVPD", "species": ["C", "C", "C", "C", "C", "C", "N", "H", "H", "H", "H", "H", "H", "H", "H", "H"], "xyz": [[1.473, 1.131, 1.211], [0.779, 0.178, 0.258], [1.245, -1.050, -0.123], [0.092, -1.635, -0.994], [-1.061, -1.120, -0.284], [-0.589, 0.896, -0.395], [-1.780, -0.026, -0.633], [1.573, 2.127, 0.760], [2.464, 0.772, 1.507], [0.878, 1.253, 2.131], [0.049, -2.722, -0.953], [0.148, -1.297, -2.023], [-1.390, -1.601, 0.615], [-0.330, 1.316, -1.363], [-0.955, 1.632, 0.318], [-2.595, 0.146, -0.031]], "multiplicity": 1, "total_energy_ha": -288.57006, "e_homo_ev": [-7.24, -7.24]}